A molecular structure, C24H36NbP2Si, computed with wB97M-V/def2-TZVPD.

M: 507.492 g mol⁻¹
Electronic energy: -53446.4936 eV
Charge: +3

Atoms and positions in Å:
C 0.33915 2.08302 3.32055
C 0.73474 2.53769 2.00824
C -0.44779 2.65107 1.19643
H 1.74325 2.80460 1.71431
C -1.58476 2.28273 2.00214
C -1.10420 1.92110 3.31896
H -1.70693 1.70005 4.18921
H 0.98805 2.01006 4.18286
H -0.47266 3.02980 0.18031
H -2.62306 2.33439 1.69263
Nb -0.21954 0.59551 1.88116
C 0.67726 -1.24365 -1.78210
H -0.19039 -1.60943 -1.20741
H 1.22004 -2.04110 -2.34408
H 1.37495 -0.83296 -1.03108
Si 0.32689 0.43827 -2.90632
C 1.54171 0.03409 -4.28496
C 2.49095 1.08501 -4.36836
H 2.23068 2.06531 -3.94326
C 3.79373 0.84374 -4.82695
H 4.53420 1.64010 -4.77677
C 4.17644 -0.42325 -5.28038
H 5.21739 -0.60823 -5.57903
C 3.20704 -1.42845 -5.32812
H 3.50665 -2.42519 -5.65403
C 1.88481 -1.19182 -4.91035
H 1.16105 -2.01170 -4.98574
C -1.20377 1.24072 -3.81989
C -1.13627 1.67490 -5.17362
H -0.24789 1.44709 -5.77274
C -2.14992 2.45597 -5.75935
H -2.03079 2.81078 -6.78769
C -3.30147 2.78983 -5.03919
H -4.07755 3.41168 -5.49367
C -3.42783 2.32028 -3.72418
H -4.33880 2.53599 -3.15421
C -2.38518 1.60015 -3.11357
H -2.46541 1.34272 -2.05339
H -0.04776 -1.37132 0.75176
H 0.62616 -1.78480 0.84306
C -3.14144 -1.70822 1.77708
P -1.75590 -1.26750 2.83910
C -2.47877 -0.93622 4.49279
C -0.80778 -2.82147 3.16897
C 0.70263 -2.60432 3.29939
P 1.16586 -0.82128 3.55506
C 2.92675 -0.81122 3.07037
C 1.23312 -0.63512 5.36091
H -3.82889 -0.85371 1.71627
H -3.66512 -2.58257 2.18834
H -2.78510 -1.93797 0.76403
H -2.56346 -1.89419 5.03230
H -1.86403 -0.23921 5.08121
H -3.47923 -0.49911 4.35237
H -1.22340 -3.27913 4.07971
H -1.02354 -3.50602 2.33665
H 1.13059 -3.15018 4.15437
H 1.23235 -2.94363 2.39608
H 3.40030 0.10458 3.45804
H 3.41166 -1.70071 3.50809
H 3.01349 -0.83338 1.97233
H 1.42456 0.41051 5.63022
H 0.30185 -0.95404 5.84335
H 2.06029 -1.25061 5.74179

Cartesian forces, eV/Å:
C -0.2 2.6 0.3
C -0.8 1.8 1.6
C 0.9 0.8 0.3
H 0.0 -0.3 0.0
C -0.1 0.0 0.8
C 0.7 1.6 0.4
H 0.1 -0.1 -0.2
H -0.1 0.0 -0.2
H 0.0 -0.1 0.1
H 0.2 -0.1 0.1
Nb -0.3 -6.6 -3.0
C -0.5 1.9 0.7
H 0.3 0.0 -0.8
H -0.7 1.0 -0.1
H 0.1 -0.4 -0.2
Si -0.6 -3.4 -4.3
C 0.5 0.9 0.1
C 0.2 -0.3 0.6
H 0.2 -0.2 -0.3
C 0.3 0.0 -0.1
H -0.2 -0.1 -0.1
C -0.3 0.7 0.4
H -0.6 0.0 0.1
C -0.7 -0.1 -0.1
H -0.3 0.3 -0.2
C 0.6 -0.4 0.8
H 0.3 0.3 0.2
C -0.2 0.7 1.4
C 0.7 0.4 -0.3
H -0.4 0.1 0.3
C 0.3 -0.5 0.3
H 0.0 -0.3 0.4
C 0.4 -0.4 0.3
H 0.3 -0.3 0.2
C 0.2 -0.4 0.4
H 0.4 -0.1 -0.2
C -0.2 0.4 0.0
H -0.2 0.0 -0.3
H 1.0 -0.9 0.2
H -1.1 1.0 0.1
C -0.3 -0.2 -0.1
P -0.5 0.2 0.9
C -0.2 0.1 0.0
C -0.1 -0.3 -0.3
C 0.3 0.3 0.1
P 0.7 -0.3 0.1
C -0.1 0.1 0.1
C -0.2 0.3 0.1
H 0.1 -0.3 0.0
H 0.0 0.2 -0.2
H -0.1 0.0 0.2
H -0.1 0.5 -0.2
H -0.2 -0.3 -0.2
H 0.3 -0.1 0.2
H 0.1 0.2 -0.4
H 0.1 0.0 0.3
H -0.1 0.0 -0.3
H -0.1 0.0 0.4
H 0.0 -0.3 -0.2
H 0.0 0.4 -0.2
H 0.1 0.0 0.4
H 0.0 -0.3 0.0
H 0.2 0.1 -0.1
H -0.2 0.1 -0.1

Atomic partial charges in e from the Löwdin method, atoms 1 to 8: C -0.2257; C -0.1674; C -0.1931; H 0.1452; C -0.1789; C -0.2118; H 0.1222; H 0.1152